This record from OMol25 describes a 5-piece molecular cluster, C5H20N4O5 overall at a distorted geometry. The level of theory is ωB97M-V/def2-TZVPD.

```
! RIJCOSX wB97M-V def2-TZVPD def2/J DEFGRID3
* xyz 0 1
H 0.804 1.400 3.412
C 3.482 -0.975 2.354
H -1.389 0.552 -1.429
H 3.482 -1.842 1.693
H 4.494 -0.579 2.447
N 1.471 -3.027 -2.280
H 3.121 -1.173 3.363
C -3.522 2.137 -3.130
H 2.121 -3.344 -1.575
H 1.473 -0.335 -3.838
H 1.822 -0.090 1.756
H -1.448 0.392 3.647
H 0.632 -1.915 -4.083
O -2.953 2.091 -1.774
H -2.837 1.495 -3.683
C -0.595 0.435 4.324
H 0.008 -0.492 -1.370
H -1.220 0.482 5.216
H 0.880 -3.607 -2.858
N -1.649 1.064 0.698
H -1.847 1.070 1.688
H -3.577 3.116 -3.606
H -4.445 1.590 -2.938
N -0.625 0.145 -0.908
N 1.255 -1.290 -3.592
H -2.327 1.422 0.041
C 1.790 -1.761 -2.493
H -0.050 -0.504 4.231
H -3.664 2.319 -1.170
C -0.551 0.464 0.352
O 0.248 1.562 4.177
O 2.601 -1.097 -1.898
O 0.315 0.134 1.175
O 2.699 0.163 2.052
*
```

Calculated values
Gap between HOMO and LUMO: 8.9 eV
SMILES: NC(N)=O.NC(N)=O.CO.CO.CO
Strongest force on any atom: 4.89 eV/Å

=====

This record from OMol25 describes C5H20NNaO8 as an isolated structure at a distorted geometry. The level of theory is ωB97M-V/def2-TZVPD.

```
! RIJCOSX wB97M-V def2-TZVPD def2/J DEFGRID3
* xyz 0 1
H -0.526 -1.451 3.291
H 2.114 2.085 1.148
O -1.507 -1.023 -1.741
Na -0.282 0.085 -0.031
H -3.366 -1.962 -2.016
O 2.885 -2.324 1.628
H -2.276 -1.865 3.557
H 2.413 2.150 -1.821
C -2.299 -2.189 -2.000
H 0.010 2.718 -0.511
H 0.599 0.508 2.953
H -2.700 2.012 -0.373
C 1.555 0.823 2.546
O 1.021 0.703 -2.170
H -2.036 -2.634 -2.966
N 2.431 -2.377 0.462
O -1.846 2.143 0.049
H 2.145 -0.070 2.311
O -1.717 -1.278 1.624
H -1.059 2.308 -1.906
H 2.118 1.379 3.304
H 3.084 0.543 -2.294
C -0.985 2.793 -0.935
C -1.560 -1.224 3.047
H -1.323 3.828 -0.999
H -1.871 -0.293 -2.252
H 2.353 1.598 -3.513
O 1.678 -1.444 0.049
O 2.645 -3.357 -0.284
H 0.970 -0.137 -2.641
O 1.302 1.636 1.390
H -2.037 -2.929 -1.249
H -1.768 -0.203 3.391
C 2.303 1.285 -2.467
H -2.469 -1.835 1.419
*
```

Calculated values
Gap between HOMO and LUMO: 7.2 eV
Strongest force on any atom: 1.38 eV/Å

=====

This record from OMol25 describes a 5-piece molecular cluster, C5H20NO5S overall at a distorted geometry. The level of theory is ωB97M-V/def2-TZVPD.

```
! RIJCOSX wB97M-V def2-TZVPD def2/J DEFGRID3
* xyz -1 1
H -1.040 -1.967 1.822
C -1.175 -0.910 1.603
H 0.517 1.222 2.285
N -1.073 1.246 -0.313
H 1.839 0.205 -2.197
S -1.425 0.041 3.114
H -0.998 2.037 -0.934
O 1.497 0.315 -3.185
C -2.308 -0.068 -1.948
H 3.185 0.114 2.316
H 2.758 -3.021 -0.870
O 3.092 -2.465 -0.158
C -0.354 1.478 2.881
H 2.983 -1.555 -0.524
H -3.303 -0.459 -2.194
H -3.216 -0.846 0.923
O 2.345 0.112 -0.789
O -1.411 -1.146 -2.194
H 1.391 1.259 -3.324
H -0.203 -0.704 1.138
H -0.206 0.763 -0.147
H -0.029 1.683 3.905
H 2.890 0.905 -0.830
H -3.147 1.076 -0.380
H -2.294 -1.688 -0.030
C -2.262 0.438 -0.481
H -0.812 2.374 2.472
O 3.991 0.249 1.809
H 3.701 0.002 0.914
C -2.202 -0.737 0.498
H -0.638 -0.763 -2.624
H -2.092 0.811 -2.558
*
```

Calculated values
Gap between HOMO and LUMO: 8.3 eV
Strongest force on any atom: 3.15 eV/Å

=====

gap between HOMO and LUMO of number 1 (C5H20N4O5)? 8.9 eV

=====

What is the gap between HOMO and LUMO in the second record? 7.2 eV